43
Properties=species:S:1:pos:R:3 method="wB97M-V/def2-TZVPD" homo_ev=-8.99 smiles="CCN(CC(=O)NCc1ccc(Cl)cc1)S(=O)(=O)c1ccc(F)cc1"
H -2.726 -3.838 1.461
Cl -3.777 -3.836 -3.251
H -2.443 -1.367 -2.792
H 2.965 -2.142 -0.667
C 4.165 -0.650 0.283
H -0.638 2.591 2.967
H 1.043 -0.562 -0.978
C 0.639 4.276 1.387
C 2.071 1.058 -0.061
C -3.192 -3.851 -0.619
H -0.395 -1.731 1.837
C -2.662 -3.293 0.530
O -0.458 1.451 -0.682
F 5.200 -1.494 0.457
H -2.395 0.401 1.563
C 3.019 -1.117 -0.337
N 0.445 2.851 1.224
C -1.458 -1.473 1.763
C -2.046 -2.048 0.501
H 1.520 4.527 0.795
H -1.974 -1.891 2.635
O 0.697 0.257 2.100
O 1.166 3.239 -1.169
C 1.960 -0.243 -0.510
C -2.502 -1.906 -1.860
C -0.649 2.233 1.932
H -3.668 -4.818 -0.591
H 5.201 0.976 1.206
N -1.520 -0.029 1.817
C -3.110 -3.150 -1.811
C -0.539 5.120 0.908
H -1.429 4.930 1.504
C 3.222 1.518 0.548
H -0.748 4.884 -0.132
H 3.271 2.541 0.884
H -1.621 2.464 1.476
C 4.289 0.656 0.727
H -1.497 -0.390 -0.747
C -1.971 -1.359 -0.705
S 0.712 2.197 -0.294
C -0.412 0.726 1.941
H -0.289 6.174 0.985
H 0.851 4.468 2.444

=====

50
Properties=species:S:1:pos:R:3 method="wB97M-V/def2-TZVPD" homo_ev="-14.45 / -14.62" total_charge=+2 relative_energy_kcal_mol=0.00
C 2.290 1.974 -2.708
O 1.168 1.322 3.897
C -1.915 3.214 -1.569
N 1.577 0.559 -1.115
N -2.588 -2.216 7.041
C -2.658 3.250 -0.381
C 3.418 1.476 -2.056
H -3.382 3.987 -0.092
N -0.771 -0.911 -1.853
H 3.429 -1.527 2.140
H -2.622 1.755 1.308
O -1.654 -1.990 1.116
N -1.154 2.104 -1.546
O -3.359 -2.875 2.185
C -1.259 -0.533 -4.012
N 1.204 1.393 -2.164
N -1.320 1.429 -0.341
O -2.156 -1.840 8.148
C 2.926 0.584 -1.077
H 2.048 -2.202 3.060
H 1.923 -1.967 1.289
H 4.440 1.718 -2.269
H -1.333 0.064 -4.913
N -2.346 -2.158 2.175
H 3.494 -0.035 -0.391
O 0.985 1.107 6.079
H -1.875 3.877 -2.427
C -1.591 -1.861 -3.731
H -3.259 -2.847 4.514
C -2.019 -1.632 5.843
C -2.494 -2.077 4.597
O -0.695 0.266 2.487
H 2.166 2.683 -3.518
C 2.333 -1.549 2.223
H -1.412 -2.940 -1.765
C -1.279 -2.047 -2.366
H -0.352 2.107 -3.661
H -1.999 -2.581 -4.413
H -0.607 -0.367 6.914
C -0.499 -0.085 4.794
N 0.613 0.845 4.910
N -0.770 0.017 -2.884
H 1.975 -0.530 2.436
C -1.944 -1.553 3.427
C -1.002 -0.666 5.945
C -1.033 -0.421 3.498
C -2.259 2.105 0.347
O -3.491 -3.069 6.923
B -0.267 1.476 -2.648
Ca -0.012 -0.415 0.514

=====

31
Properties=species:S:1:pos:R:3 method="wB97M-V/def2-TZVPD" homo_ev=-8.65
H -2.714 -1.117 -0.532
C 0.392 2.120 -1.044
H -4.394 -1.265 -0.060
C 0.917 -1.691 0.127
C -3.667 -0.595 -0.507
C -3.589 0.723 0.269
H -3.665 1.564 -0.422
O 5.273 0.059 -1.792
N -0.703 2.282 -0.226
H -4.416 0.803 0.970
H 0.774 -2.761 0.240
N -0.308 0.186 -0.331
I -2.106 -0.563 2.602
H 2.547 -1.587 1.456
C -2.309 0.924 1.088
C 0.654 0.798 -1.114
H -3.969 -0.422 -1.536
C -1.118 1.079 0.223
O -0.423 -1.160 -0.131
H -1.136 3.156 0.013
O 4.493 0.093 0.440
H 1.443 0.262 -1.615
H 1.784 -0.031 1.226
O 3.397 -1.222 -1.163
H 1.501 -1.515 -0.759
H -2.383 1.852 1.650
Cl 4.704 -0.728 -0.733
H 0.906 2.950 -1.489
H 0.986 -1.252 2.232
O 5.541 -1.848 -0.413
C 1.588 -1.095 1.333

=====

84
Properties=species:S:1:pos:R:3 method="wB97M-V/def2-TZVPD" homo_ev="-0.51 / -0.33" spin_multiplicity=2 total_charge=-2 relative_energy_kcal_mol=28.08
H 1.922 5.207 0.716
H 1.790 -0.899 -4.369
C -3.693 -0.334 -4.136
O 2.873 -2.029 -7.024
H -1.541 4.150 1.501
C 2.193 4.253 0.276
H -3.426 -2.709 -1.747
H -0.966 -3.356 3.016
C 1.454 -4.397 -2.614
C 1.007 -3.490 -0.450
C -0.924 2.149 1.120
N 0.803 -2.107 5.397
I 3.647 0.026 -1.574
B -1.854 -1.416 -0.180
V 0.168 -0.655 0.309
H -3.402 4.921 2.279
N -3.317 4.908 3.281
H 1.405 3.152 1.924
C -0.910 1.070 -1.990
H -1.451 -0.518 2.905
H -2.592 1.152 4.382
C 2.194 1.807 0.450
C -3.246 -1.807 -2.314
C -2.178 2.779 3.053
C 2.000 0.741 2.465
C 2.483 1.256 5.388
H 1.680 -5.215 -3.285
C 0.990 -2.089 -2.278
N -2.317 -0.991 -1.794
C 1.422 -0.948 5.735
C 1.599 -0.179 3.456
H 0.548 -4.230 3.157
C 0.561 -2.304 4.111
H 0.870 -3.574 0.619
H -4.677 -2.205 -3.869
C -2.052 0.162 -2.438
C -4.460 0.019 -5.436
H 0.814 2.250 5.208
C 0.922 -1.374 3.119
H -0.497 -4.085 4.583
O -0.027 0.525 -1.220
C -2.734 0.509 -3.594
O -4.080 1.062 -6.001
H -3.944 5.494 3.806
C 1.831 0.019 4.854
O 1.499 -3.852 -5.399
N 1.635 -1.643 -5.030
H 2.611 1.145 6.469
F -2.951 -0.886 0.542
C 2.795 4.207 -0.972
O -0.841 2.196 -2.442
H 3.471 1.413 4.949
H 0.837 -1.705 -6.935
H 3.008 5.112 -1.526
C 1.910 3.089 0.968
C 1.304 -4.581 -1.251
C 2.860 1.806 -0.796
C -1.565 3.128 1.860
C -2.913 3.759 3.907
O 1.751 2.459 5.108
C 3.139 2.968 -1.495
C 1.303 -3.123 -3.142
C -2.123 1.454 3.457
H 0.807 -1.084 -2.623
H 3.645 2.902 -2.449
C 1.758 -1.386 -6.448
H 1.886 -0.316 -6.585
N 0.862 -2.256 -0.953
C -0.136 -3.567 3.696
H 2.727 -2.970 -6.851
C -3.936 -1.524 -3.472
H 1.406 -5.559 -0.802
N -0.884 0.871 1.504
H -2.498 1.438 -4.091
O 0.669 -1.591 1.868
C -1.489 0.531 2.646
O -3.137 3.569 5.087
C 1.481 -2.915 -4.604
O -5.336 -0.810 -5.756
H 1.591 -0.793 6.799
H -0.442 2.381 0.180
H 2.519 1.619 2.841
F -1.952 -2.831 -0.188
N 1.838 0.647 1.130